Entry 1:
Computed, not measured: a 2-piece molecular cluster, C3H11N2O overall at a distorted geometry, with the ωB97M-V functional and the def2-TZVPD basis.

Last columns: bonded neighbours and bond lengths (Å).
Atoms and positions in Å:
1 C -0.76774 -0.33471 -1.46283  C2 1.537, H6 1.094, H7 1.097, H8 1.084
2 C -0.21359 0.53338 -0.32125  C1 1.537, N3 1.509, H9 1.094, H10 1.080
3 N -0.91092 0.19040 0.97207  C2 1.509, C4 1.305, H11 1.013
4 C -0.67300 -0.87785 1.68320  N3 1.305, N5 1.331, H12 1.081
5 N -1.50683 -1.20799 2.66676  C4 1.331, H13 1.012, H14 1.006
6 H -1.51953 -1.09901 -1.24327  C1 1.094
7 H -1.41195 0.23567 -2.14389  C1 1.097
8 H 0.09434 -0.79554 -1.93227  C1 1.084
9 H 0.82873 0.24927 -0.14648  C2 1.094
10 H -0.18435 1.61224 -0.29725  C2 1.080
11 H -1.72426 0.74049 1.21932  N3 1.013
12 H -0.04602 -1.66166 1.28131  C4 1.081
13 H -1.98576 -0.46878 3.16440  N5 1.012
14 H -1.49416 -1.91983 3.37683  N5 1.006
15 H 3.63301 2.33723 -2.42381  O17 0.950
16 H 4.33236 0.99527 -2.35119  O17 0.967
17 O 3.54968 1.47142 -2.04166  H15 0.950, H16 0.967

Computed properties:
E_tot   -305.3959 Eh
Total charge   +1
Orbital gap   0.3755 hartree
HOMO   -14.07 eV

***

Entry 2:
Computed, not measured: a 2-piece molecular cluster, C3H11N2O overall at a distorted geometry, with the ωB97M-V functional and the def2-TZVPD basis.

Last columns: bonded neighbours and bond lengths (Å).
Atoms and positions in Å:
1 C 0.50786 1.10818 -2.11510  C2 1.518, H6 1.091, H7 1.086, H8 1.079
2 C 0.95978 -0.07766 -1.28215  C1 1.518, N3 1.480, H9 1.086, H10 1.076
3 N 1.22696 0.42262 0.08530  C2 1.480, C4 1.284, H11 1.017
4 C 0.94322 -0.19031 1.17724  N3 1.284, N5 1.332, H12 1.078
5 N 1.34558 0.15533 2.39958  C4 1.332, H13 1.008, H14 1.008
6 H 1.20140 1.93897 -1.97754  C1 1.091
7 H 0.52706 0.91057 -3.18259  C1 1.086
8 H -0.47228 1.44109 -1.81232  C1 1.079
9 H 0.11170 -0.74952 -1.18475  C2 1.086
10 H 1.85703 -0.53367 -1.66263  C2 1.076
11 H 1.76038 1.28847 0.06057  N3 1.017
12 H 0.21289 -0.98156 1.13172  C4 1.078
13 H 0.70439 -0.01439 3.15854  N5 1.008
14 H 2.29461 0.40296 2.63209  N5 1.008
15 H -3.92331 -1.67933 1.50494  O17 0.959
16 H -4.70782 -2.07719 0.21633  O17 0.967
17 O -4.54947 -1.36456 0.85079  H15 0.959, H16 0.967

Computed properties:
E_tot   -305.4066 Eh
Total charge   +1
Orbital gap   0.3670 hartree
HOMO   -14.00 eV

***

Entry 3:
Computed, not measured: an isolated ion of composition C3H11N2O and charge +1 at a distorted geometry, with the ωB97M-V functional and the def2-TZVPD basis.

Last columns: bonded neighbours and bond lengths (Å).
Atoms and positions in Å:
1 C -1.71108 -0.26942 0.45638  C3 1.580, H7 1.082, H8 1.209, H9 1.069
2 C 0.30057 1.42636 0.27706  C3 1.542, H10 1.127, H11 1.097, H12 1.107
3 C -0.20626 -0.01218 0.04983  C1 1.580, C2 1.542, N5 1.553, O6 1.331
4 N 2.12630 -0.48620 0.78005  O6 1.621, H13 1.024, H14 1.023
5 N -0.22043 -0.39278 -1.45570  C3 1.553, H15 0.945, H16 1.078, H17 1.069
6 O 0.56592 -0.90982 0.65840  C3 1.331, N4 1.621
7 H -1.87463 -1.27473 0.09254  C1 1.082
8 H -2.05882 -0.19131 1.61173  C1 1.209
9 H -2.38362 0.35382 -0.09398  C1 1.069
10 H -0.13435 1.62221 1.29765  C2 1.127
11 H 1.36088 1.70626 0.31873  C2 1.097
12 H -0.30571 2.07854 -0.37986  C2 1.107
13 H 2.27846 -0.96715 1.67097  N4 1.024
14 H 2.61958 -0.94117 0.00763  N4 1.023
15 H -0.85323 -0.00669 -2.04111  N5 0.945
16 H -0.30359 -1.46657 -1.49935  N5 1.078
17 H 0.80000 -0.26919 -1.75096  N5 1.069

Computed properties:
SMILES   CC(C)([NH3+])ON
E_tot   -305.3025 Eh
Total charge   +1
Orbital gap   0.4148 hartree
HOMO   -14.90 eV

***

It is found that the relative energy (zero: lowest compared OMol25 entry of this formula, charge and spin) values, taken in the order of the records, are 1.547, 1.256, 4.087 eV.